C17H63NO15Si2 as an isolated structure in a non-equilibrium geometry, computed with wB97M-V/def2-TZVPD.

```
! wB97M-V def2-TZVPD RIJCOSX def2/J DEFGRID3
* xyz 0 1
C -1.555 -4.526 -0.116
C -0.900 -3.167 0.090
O -1.907 -2.279 0.563
C -0.237 -2.623 -1.180
O 1.076 -2.073 -0.923
Si 1.136 -0.480 -0.457
O 2.164 -0.224 0.818
Si 1.826 -0.955 2.284
C 2.006 0.246 3.709
C 0.846 1.242 3.825
O -0.254 0.857 3.011
C 0.423 1.372 5.259
N -0.806 2.176 5.414
H -2.616 -4.374 -0.240
H -1.430 -5.079 0.798
H -1.106 -5.077 -0.925
H -0.098 -3.299 0.806
H -1.512 -1.634 1.166
H -0.077 -3.459 -1.839
H -0.888 -1.909 -1.666
H -0.234 -0.013 -0.190
H 1.690 0.270 -1.581
H 0.504 -1.597 2.337
H 2.836 -2.019 2.486
H 2.957 0.757 3.683
H 2.023 -0.373 4.597
H 1.169 2.225 3.497
H -0.974 0.547 3.584
H 1.246 1.831 5.790
H 0.268 0.383 5.680
H -0.666 2.782 6.212
H -0.879 2.785 4.600
C 2.903 -3.836 -4.000
O 3.199 -2.920 -2.956
H 3.814 -3.989 -4.575
H 2.576 -4.801 -3.599
H 2.129 -3.437 -4.662
H 2.389 -2.787 -2.449
C -5.025 -2.806 -2.243
O -4.804 -3.173 -0.883
H -5.338 -3.699 -2.780
H -5.805 -2.047 -2.311
H -4.102 -2.425 -2.693
H -4.517 -2.385 -0.410
C -8.217 -0.495 -3.050
O -7.098 -0.200 -2.217
H -8.051 -1.477 -3.484
H -9.143 -0.516 -2.471
H -8.310 0.238 -3.856
H -7.242 0.669 -1.830
C -2.046 4.761 2.185
O -1.152 3.947 2.942
H -2.818 5.117 2.862
H -1.525 5.621 1.756
H -2.513 4.183 1.385
H -0.473 3.623 2.339
C 0.714 2.297 -4.648
O 0.988 1.288 -3.671
H -0.185 2.823 -4.341
H 1.542 3.004 -4.710
H 0.552 1.847 -5.630
H 1.800 0.844 -3.945
C -1.785 -7.035 3.134
O -2.035 -7.261 1.751
H -1.192 -6.127 3.217
H -2.718 -6.899 3.686
H -1.224 -7.864 3.574
H -2.561 -8.063 1.676
C 3.682 4.400 4.139
O 2.652 4.039 5.063
H 4.628 4.342 4.668
H 3.707 3.710 3.292
H 3.541 5.420 3.773
H 1.812 4.086 4.592
C 0.092 -1.241 -6.360
O 0.463 -1.445 -5.003
H -0.234 -2.198 -6.761
H -0.735 -0.528 -6.439
H 0.938 -0.879 -6.952
H 0.754 -0.595 -4.648
C -0.532 5.997 5.537
O 0.503 5.897 6.519
H -1.330 6.595 5.968
H -0.164 6.491 4.633
H -0.922 5.015 5.277
H 1.227 5.373 6.159
C 6.095 0.178 1.982
O 5.169 1.006 1.288
H 6.960 0.787 2.232
H 5.659 -0.212 2.908
H 6.420 -0.659 1.359
H 4.405 0.463 1.065
C 2.558 2.883 -8.232
O 2.843 1.875 -7.266
H 1.657 3.400 -7.910
H 3.375 3.606 -8.299
H 2.380 2.445 -9.217
H 3.640 1.415 -7.547
*
```

Values from the calculation:
DFT total energy, eV: -66606.263
Largest force on an atom, eV/Å: 1.17

Mulliken population analysis, charges in e, atoms 1 to 6: C -1.08; C 0.92; O -0.49; C -0.84; O -0.26; Si 0.38

***

C18H11ClF4N4 in the gas phase in a non-equilibrium geometry, computed with wB97M-V/def2-TZVPD.

```
! wB97M-V def2-TZVPD RIJCOSX def2/J DEFGRID3
* xyz 0 1
F 2.997 1.419 -2.878
F -4.276 -4.106 4.221
F -3.939 -5.742 2.740
F -2.894 -5.779 4.652
Cl 0.033 5.401 -1.416
N -1.159 -4.672 2.222
N -1.765 1.035 0.902
C -2.215 -4.240 2.898
C -2.142 -2.787 2.881
C 1.542 1.381 -0.457
C 0.906 2.361 -1.109
C -1.058 -2.401 2.101
C -1.855 0.010 1.671
C -0.691 1.246 0.094
C 2.572 4.649 -4.344
C 2.949 3.371 -4.190
C 1.512 5.244 -3.531
C 0.475 -0.511 1.043
C 2.588 2.656 -3.050
C 1.125 4.542 -2.467
C -0.769 -0.936 1.679
C 0.497 0.617 0.214
C 1.537 3.169 -2.182
N -0.484 2.382 -0.702
N -0.365 -3.605 1.830
C -3.303 -4.947 3.625
C 0.505 -3.759 0.672
H -2.769 -2.124 3.468
H 2.569 1.088 -0.615
H -2.756 -0.090 2.320
H 3.009 5.192 -5.300
H 3.780 3.020 -4.851
H 1.305 6.281 -3.812
H 1.459 -0.989 1.176
H -1.186 3.097 -0.637
H 1.218 -2.959 0.528
H 1.091 -4.709 0.779
H -0.044 -3.805 -0.175
*
```

Values from the calculation:
DFT total energy, eV: -48195.004
Structure (SMILES): Cn1nc(C(F)(F)F)cc1-c1cnc2[nH]c(-c3c(F)cccc3Cl)cc2c1
Largest force on an atom, eV/Å: 5.01

natural (NBO) population analysis, charges in e, atoms 1 to 6: F -0.30; F -0.33; F -0.31; F -0.32; Cl 0.00; N -0.21

***

A 2-piece molecular cluster, C18H11N4O2 overall in a non-equilibrium geometry, computed with wB97M-V/def2-TZVPD.

```
! wB97M-V def2-TZVPD RIJCOSX def2/J DEFGRID3
* xyz -1 1
C 1.571 -0.807 -1.205
C 2.936 -0.547 -1.183
N 4.088 -0.303 -1.247
C 1.025 -1.968 -0.619
C -0.254 -2.487 -0.994
C -0.786 -3.588 -0.349
C -0.100 -4.187 0.723
C -0.736 -5.226 1.479
N -1.282 -6.049 2.109
C 1.180 -3.728 1.073
C 1.753 -2.663 0.397
H 0.950 -0.172 -1.832
H -0.802 -2.013 -1.811
H -1.758 -3.990 -0.642
H 1.714 -4.207 1.895
H 2.757 -2.319 0.656
N -5.811 2.233 0.624
C -4.643 2.260 0.551
C -3.215 2.255 0.445
C -2.435 1.914 1.562
C -1.061 1.805 1.442
C -0.404 2.090 0.212
C 1.036 2.010 0.116
C 1.804 2.584 -0.861
N 3.150 2.845 -0.579
O 3.912 3.447 -1.372
O 3.530 2.442 0.555
C -1.202 2.496 -0.887
C -2.588 2.555 -0.770
H -2.922 1.722 2.519
H -0.441 1.517 2.296
H 1.532 1.572 0.978
H 1.417 2.921 -1.821
H -0.716 2.755 -1.829
H -3.199 2.832 -1.629
*
```

Values from the calculation:
Energy relative to the best compared isomer or geometry (same formula, charge and spin), kJ/mol: 0.0
Largest force on an atom, eV/Å: 3.92

natural (NBO) population analysis, charges in e, atoms 1 to 6: C -0.62; C 0.27; N -0.47; C 0.14; C -0.31; C -0.14

***

An isolated ion of composition C18H11N6O8 and charge -1 in a non-equilibrium geometry, computed with wB97M-V/def2-TZVPD.

```
! wB97M-V def2-TZVPD RIJCOSX def2/J DEFGRID3
* xyz -1 1
C -1.044 1.280 2.238
C 0.183 2.134 1.910
C 0.005 3.373 1.253
C 1.088 4.177 0.930
C 2.402 3.712 1.175
N 3.536 4.441 0.725
O 4.667 3.919 0.891
O 3.383 5.557 0.182
C 2.598 2.491 1.840
C 1.497 1.732 2.222
C -0.692 -0.159 2.652
C 0.100 -0.940 1.779
C 0.487 -2.231 2.115
C 0.034 -2.785 3.329
N 0.426 -4.093 3.733
O -0.073 -4.557 4.787
O 1.247 -4.734 3.041
C -0.810 -2.048 4.172
C -1.156 -0.741 3.841
H -1.553 1.168 1.264
H -1.005 3.714 0.997
H 0.961 5.158 0.476
H 3.611 2.158 2.046
H 1.671 0.818 2.787
H 0.432 -0.521 0.824
H 1.133 -2.833 1.484
H -1.175 -2.506 5.088
H -1.791 -0.207 4.545
O -3.556 -0.178 2.121
N -4.078 0.953 1.960
C -3.393 2.149 2.364
C -2.054 1.970 3.082
C -1.706 3.315 3.642
N -0.771 3.519 4.622
O 0.182 2.888 5.051
O -1.079 4.837 5.182
N -2.200 5.396 4.565
C -2.600 4.420 3.663
N -3.698 4.481 2.929
C -4.065 3.364 2.277
O -5.225 1.078 1.461
H -2.290 1.395 4.001
H -4.981 3.401 1.678
*
```

Values from the calculation:
DFT total energy, eV: -44154.540
Largest force on an atom, eV/Å: 3.55

natural (NBO) population analysis, charges in e, atoms 1 to 6: C -0.33; C 0.06; C -0.22; C -0.18; C 0.06; N 0.49

***

C18H12BF5N8Pt as an isolated structure in a non-equilibrium geometry, computed with wB97M-V/def2-TZVPD.

```
! wB97M-V def2-TZVPD RIJCOSX def2/J DEFGRID3
* xyz 1 4
Pt 0.269 -0.417 1.584
C -3.451 -0.696 -0.463
C -2.655 -1.045 0.658
N -1.562 -0.280 0.684
N -1.548 0.467 -0.423
C -2.691 0.269 -1.092
B -0.212 1.275 -0.719
N 0.956 0.343 -0.454
C 2.189 0.334 -0.858
C 3.280 -0.238 -0.124
C 3.246 -0.635 1.206
N 2.180 -0.616 1.924
N -0.011 2.274 0.442
C 0.013 3.614 0.543
C 0.434 3.928 1.865
C 0.599 2.707 2.497
N 0.298 1.720 1.647
N -0.319 2.014 -2.027
C -1.263 2.833 -2.511
C -0.869 3.242 -3.757
C 0.373 2.613 -3.975
N 0.700 1.883 -2.943
H -4.389 -1.066 -0.726
H -2.881 -1.762 1.400
H -2.868 0.818 -2.015
H 2.367 0.799 -1.814
H 4.247 -0.325 -0.611
H 4.180 -1.015 1.640
H -0.218 4.177 -0.350
H 0.442 4.926 2.276
H 0.936 2.467 3.465
H -2.127 3.112 -1.921
H -1.469 3.924 -4.343
H 1.090 2.684 -4.795
F 0.473 -2.715 3.787
C 0.233 -3.210 2.573
C 0.123 -2.399 1.465
C -0.017 -2.982 0.229
F -0.158 -2.261 -0.919
C -0.078 -4.337 0.057
F -0.219 -4.843 -1.169
C 0.031 -5.142 1.167
F -0.113 -6.453 1.044
C 0.180 -4.582 2.401
F 0.276 -5.406 3.457
*
```

Values from the calculation:
DFT total energy, eV: -48283.295
⟨S²⟩: 3.829
Largest force on an atom, eV/Å: 2.76

natural (NBO) population analysis, charges in e, atoms 1 to 6: Pt 1.19; C -0.30; C 0.02; N -0.31; N -0.31; C 0.03

***

C18H12N4O2SbSe4Ti as an isolated structure in a non-equilibrium geometry, computed with wB97M-V/def2-TZVPD.

```
! wB97M-V def2-TZVPD RIJCOSX def2/J DEFGRID3
* xyz -1 1
Ti -0.161 -0.019 0.073
O 1.203 -3.786 0.778
C 0.680 -2.749 0.402
N 1.043 -1.476 0.688
C 2.065 -1.089 1.577
C 2.853 -1.931 2.345
C 3.806 -1.377 3.194
C 3.968 -0.005 3.277
C 3.179 0.853 2.519
C 2.221 0.314 1.674
N 1.309 1.038 0.885
C 1.308 2.382 0.701
O 2.142 3.190 1.074
C 0.113 2.855 -0.119
C -0.225 4.193 -0.161
C -1.325 4.569 -0.916
C -2.047 3.603 -1.593
C -1.648 2.280 -1.495
N -0.584 1.915 -0.776
C -0.552 -2.817 -0.495
C -1.239 -4.000 -0.651
C -2.391 -3.998 -1.431
C -2.797 -2.827 -2.038
C -2.040 -1.678 -1.845
N -0.944 -1.676 -1.090
H 2.720 -2.998 2.270
H 4.420 -2.033 3.796
H 4.712 0.415 3.942
H 3.291 1.923 2.580
H 0.373 4.895 0.401
H -1.641 5.603 -0.945
H -2.949 3.831 -2.140
H -2.235 1.499 -1.962
H -0.871 -4.880 -0.146
H -2.972 -4.903 -1.546
H -3.706 -2.759 -2.615
H -2.356 -0.737 -2.274
Se -4.643 0.456 -1.231
Sb -4.255 1.001 1.110
Se -1.693 -0.092 1.736
Se -5.329 -0.382 2.718
Se -3.607 3.249 1.619
*
```

Values from the calculation:
Energy relative to the best compared isomer or geometry (same formula, charge and spin), kJ/mol: 4.4
Largest force on an atom, eV/Å: 1.94

natural (NBO) population analysis, charges in e, atoms 1 to 6: Ti 1.32; O -0.61; C 0.65; N -0.71; C 0.19; C -0.24